Formula: C40H86N7O6S2
Source: OMol25
Level of theory: ωB97M-V/def2-TZVPD

```
! RIJCOSX wB97M-V def2-TZVPD def2/J DEFGRID3
* xyz -1 1
C -5.304 1.732 8.553
C -4.272 1.875 7.427
C -3.490 0.587 7.114
C -3.207 0.409 5.618
C -1.969 -0.452 5.307
C -2.130 -1.386 4.090
C -1.503 -0.845 2.789
C -0.283 -1.627 2.296
N -0.221 -1.643 0.819
C -1.152 -2.635 0.269
C -1.648 -2.290 -1.128
C -0.598 -2.319 -2.252
C -0.490 -0.983 -2.987
C 0.625 -0.959 -4.025
C 0.925 0.422 -4.597
C -0.205 1.009 -5.456
C -1.283 1.782 -4.671
C 1.142 -1.829 0.418
S 1.963 -3.247 0.532
S 1.784 -0.331 -0.095
C 3.481 -0.647 -0.601
C 4.253 0.677 -0.680
C 4.680 0.960 -2.129
N 5.550 -0.058 -2.590
C 5.348 -0.440 -3.934
C 6.344 0.162 -4.962
C 6.059 -0.304 -6.401
C 5.596 0.798 -7.339
O 5.894 0.455 -8.696
C 6.177 1.560 -9.513
H -5.737 0.733 8.571
H -6.123 2.439 8.419
H -4.862 1.931 9.529
H -4.781 2.196 6.514
H -3.564 2.661 7.699
H -2.533 0.589 7.639
H -4.074 -0.263 7.476
H -3.073 1.405 5.184
H -4.082 -0.020 5.122
H -1.676 -1.018 6.194
H -1.142 0.231 5.099
H -1.706 -2.360 4.339
H -3.200 -1.512 3.909
H -2.264 -0.782 2.017
H -1.180 0.185 2.964
H -0.272 -2.651 2.693
H 0.632 -1.151 2.651
H -2.020 -2.639 0.931
H -0.721 -3.643 0.297
H -2.430 -3.022 -1.354
H -2.142 -1.316 -1.104
H -0.865 -3.081 -2.990
H 0.390 -2.590 -1.875
H -0.345 -0.180 -2.258
H -1.456 -0.797 -3.472
H 1.536 -1.357 -3.566
H 0.373 -1.633 -4.851
H 1.818 0.334 -5.219
H 1.180 1.115 -3.790
H 0.248 1.677 -6.191
H -0.665 0.194 -6.020
H -1.504 2.729 -5.164
H -0.948 2.008 -3.659
H -2.221 1.232 -4.623
H 3.935 -1.351 0.091
H 3.475 -1.125 -1.582
H 5.151 0.612 -0.067
H 3.635 1.508 -0.316
H 5.118 1.989 -2.117
H 3.749 1.044 -2.740
H 4.338 -0.162 -4.320
H 5.439 -1.543 -4.047
H 6.246 1.250 -4.896
H 7.357 -0.115 -4.666
H 5.296 -1.090 -6.388
H 6.958 -0.735 -6.852
H 4.508 0.923 -7.266
H 6.068 1.751 -7.083
H 5.927 1.301 -10.542
H 5.587 2.438 -9.232
H 7.240 1.826 -9.471
C -4.284 1.698 1.679
O -3.977 0.563 1.380
N -5.486 2.051 2.181
C -5.804 3.416 2.533
C -6.479 1.010 2.376
H -3.588 2.548 1.574
H -6.045 3.499 3.596
H -6.655 3.781 1.954
H -4.945 4.051 2.323
H -6.106 0.249 3.063
H -6.713 0.520 1.430
H -7.383 1.454 2.787
C 2.744 -5.197 3.739
O 3.039 -4.656 4.789
N 2.701 -6.537 3.569
C 2.339 -7.126 2.298
C 3.029 -7.392 4.693
H 2.478 -4.654 2.819
H 1.448 -7.751 2.397
H 3.153 -7.741 1.906
H 2.127 -6.333 1.582
H 2.352 -7.207 5.528
H 4.045 -7.199 5.041
H 2.945 -8.432 4.383
C -4.601 4.783 -6.276
O -4.356 3.633 -5.978
N -3.736 5.809 -6.127
C -4.078 7.165 -6.493
C -2.419 5.525 -5.582
H -5.571 5.095 -6.702
H -3.404 7.543 -7.264
H -4.021 7.828 -5.627
H -5.095 7.189 -6.881
H -1.888 4.814 -6.215
H -2.500 5.088 -4.587
H -1.852 6.452 -5.526
C -6.798 2.049 12.229
O -7.230 1.335 11.348
N -6.950 3.390 12.263
C -6.411 4.201 13.332
C -7.680 4.025 11.180
H -6.225 1.657 13.087
H -7.206 4.738 13.854
H -5.696 4.930 12.945
H -5.898 3.561 14.048
H -8.697 3.637 11.124
H -7.194 3.827 10.224
H -7.711 5.098 11.355
C 8.701 -5.436 -5.859
O 8.642 -6.417 -6.581
N 8.341 -4.195 -6.222
C 8.441 -3.060 -5.322
C 7.831 -3.984 -7.566
H 9.067 -5.490 -4.819
H 7.461 -2.607 -5.166
H 9.113 -2.306 -5.737
H 8.829 -3.388 -4.360
H 6.938 -4.586 -7.734
H 8.576 -4.276 -8.308
H 7.583 -2.933 -7.690
*
```

DFT total energy: -87259.554 eV
LUMO energy: 1.50 eV
E_HOMO: -2.14 eV

These are the Mulliken partial charges, in e, on atoms 1 to 2:
1 C -1.041
2 C -0.228

Formula: C3H7ClO
Source: OMol25
Level of theory: ωB97M-V/def2-TZVPD

```
! RIJCOSX wB97M-V def2-TZVPD def2/J DEFGRID3
* xyz 0 1
C 1.181 -1.055 0.130
O 0.620 -0.462 -0.960
C -0.079 0.775 -0.546
C -1.356 0.517 0.258
Cl -2.307 -0.788 -0.388
H 2.019 -0.298 0.384
H 0.587 -0.916 1.001
H 1.618 -2.040 -0.037
H -0.093 1.420 -1.498
H 0.674 1.237 0.124
H -0.918 0.233 1.176
H -1.945 1.378 0.357
*
```

DFT total energy: -17792.959 eV
ΔE to the lowest compared entry with this formula, charge and spin: 103.50 kJ/mol
SMILES: COCCCl
LUMO energy: 0.97 eV
E_HOMO: -9.75 eV

These are the Mulliken partial charges, in e, on atoms 1 to 2:
1 C -0.623
2 O -0.335

Formula: C5H11IN
Source: OMol25
Level of theory: ωB97M-V/def2-TZVPD

```
! RIJCOSX wB97M-V def2-TZVPD def2/J DEFGRID3
* xyz 1 1
C -0.740 -0.242 0.204
C 1.568 0.020 -0.062
C 0.544 -0.874 -0.222
C 0.637 -2.259 -0.597
C -1.307 1.990 1.049
N -0.642 1.274 -0.019
I 1.642 0.722 -2.468
H -1.610 -0.758 -0.215
H -0.701 -0.416 1.365
H 1.450 0.994 0.317
H 2.618 -0.335 -0.042
H 1.618 -2.704 -0.653
H 0.237 -2.442 -1.556
H -0.029 -3.034 -0.127
H -1.300 1.386 2.000
H -0.593 2.822 1.187
H -2.286 2.369 0.756
H -1.106 1.488 -0.915
*
```

DFT total energy: -14944.324 eV
ΔE to the lowest compared entry with this formula, charge and spin: 285.39 kJ/mol
LUMO energy: -7.04 eV
E_HOMO: -13.37 eV

These are the Mulliken partial charges, in e, on atoms 1 to 2:
1 C -0.376
2 C -1.344

Formula: C24H66N6O6
Source: OMol25
Level of theory: ωB97M-V/def2-TZVPD

```
! RIJCOSX wB97M-V def2-TZVPD def2/J DEFGRID3
* xyz 0 1
C -1.213 -0.254 1.771
O -0.228 -1.256 1.531
C 1.057 -0.735 1.228
C 1.191 -0.156 -0.186
C 1.025 -1.185 -1.313
N 2.467 0.522 -0.334
H -0.661 0.391 2.466
H -2.136 -0.575 2.248
H -1.527 0.430 0.975
H 1.333 0.080 1.909
H 1.749 -1.542 1.476
H 0.321 0.504 -0.245
H -0.043 -1.434 -1.300
H 1.669 -2.026 -1.048
H 1.172 -0.880 -2.349
H 2.484 1.105 -1.159
H 3.218 -0.140 -0.492
C 3.245 2.721 2.066
O 3.316 3.590 3.183
C 4.546 3.446 3.864
C 4.603 4.449 5.059
C 4.354 5.907 4.664
N 5.924 4.344 5.701
H 3.264 1.711 2.484
H 4.089 2.908 1.391
H 2.380 2.926 1.438
H 4.751 2.494 4.359
H 5.414 3.760 3.276
H 3.884 4.158 5.827
H 4.272 6.531 5.555
H 3.384 5.982 4.174
H 5.213 6.267 4.098
H 6.674 4.350 5.017
H 5.953 3.443 6.166
C -4.919 0.311 6.212
O -6.036 0.919 5.636
C -6.502 0.432 4.418
C -5.620 0.766 3.230
C -5.429 2.238 2.874
N -6.135 0.078 2.045
H -4.883 -0.766 5.998
H -4.774 0.513 7.268
H -4.024 0.665 5.681
H -6.448 -0.666 4.485
H -7.527 0.726 4.192
H -4.630 0.311 3.362
H -5.395 2.861 3.769
H -6.247 2.657 2.285
H -4.511 2.327 2.292
H -6.329 -0.905 2.161
H -5.796 0.219 1.108
C -3.786 -1.870 -1.210
O -4.343 -0.943 -2.122
C -3.771 -0.969 -3.417
C -4.757 -0.516 -4.499
C -6.121 -1.120 -4.179
N -4.274 -0.800 -5.856
H -4.357 -1.883 -0.287
H -2.760 -1.504 -1.075
H -3.645 -2.903 -1.541
H -2.959 -0.223 -3.415
H -3.202 -1.891 -3.591
H -4.886 0.569 -4.453
H -6.618 -0.525 -3.414
H -6.035 -2.198 -4.032
H -6.848 -1.027 -4.993
H -3.753 -1.666 -5.731
H -3.595 -0.069 -6.045
C 5.313 4.936 -5.149
O 5.702 3.986 -4.193
C 5.067 2.737 -4.304
C 5.265 1.972 -2.982
C 4.806 0.532 -3.128
N 4.556 2.550 -1.847
H 6.032 5.754 -5.203
H 4.283 5.241 -4.955
H 5.457 4.468 -6.135
H 3.984 2.779 -4.486
H 5.494 2.211 -5.167
H 6.333 1.934 -2.759
H 3.784 0.498 -3.516
H 4.876 -0.041 -2.206
H 5.432 -0.011 -3.843
H 5.152 3.270 -1.462
H 3.616 2.873 -2.019
C 2.567 -6.195 -0.352
O 1.453 -5.572 -0.986
C 0.316 -6.323 -0.653
C -0.925 -6.010 -1.547
C -1.380 -4.575 -1.621
N -2.095 -6.830 -1.054
H 2.516 -5.954 0.717
H 3.424 -5.705 -0.820
H 2.658 -7.277 -0.460
H 0.332 -7.418 -0.672
H -0.056 -6.117 0.362
H -0.708 -6.397 -2.546
H -1.613 -4.096 -0.668
H -2.202 -4.506 -2.332
H -0.510 -4.026 -1.998
H -2.305 -7.471 -1.804
H -2.854 -6.193 -0.868
*
```

DFT total energy: -47178.274 eV
ΔE to the lowest compared entry with this formula, charge and spin: 332.13 kJ/mol
SMILES: COC[C@H](C)N.COC[C@H](C)N.COC[C@H](C)N.COC[C@H](C)N.COC[C@H](C)N.COC[C@H](C)N
LUMO energy: 0.44 eV
E_HOMO: -8.80 eV

These are the Mulliken partial charges, in e, on atoms 1 to 2:
1 C -0.618
2 O -0.390

Formula: C28H34N8S2V
Source: OMol25
Level of theory: ωB97M-V/def2-TZVPD

```
! RIJCOSX wB97M-V def2-TZVPD def2/J DEFGRID3
* xyz 2 4
V 0.481 -0.201 -0.457
C -1.130 0.357 2.432
N -0.921 0.835 1.023
C -2.271 0.722 0.345
C -2.264 0.311 -1.131
C -3.630 -0.117 -1.608
C -3.671 -0.926 -2.656
C -2.346 -1.386 -3.230
C -1.516 -1.756 -2.040
N -1.366 -0.912 -1.105
C -0.543 2.270 1.129
C 0.692 2.655 1.929
C 0.898 4.022 2.117
C 2.004 4.443 2.831
C 2.873 3.485 3.338
C 2.597 2.157 3.088
N 1.533 1.737 2.390
C -1.495 -1.102 2.634
C -2.316 -1.431 3.712
C -2.610 -2.763 3.949
C -2.086 -3.722 3.095
C -1.283 -3.298 2.054
N -0.975 -2.018 1.824
H -1.930 0.968 2.869
H -0.227 0.572 2.997
H -2.855 1.630 0.512
H -2.801 -0.087 0.845
H -4.517 0.267 -1.120
H -4.593 -1.274 -3.099
H -2.466 -2.220 -3.918
H -0.942 -2.678 -2.010
H -1.391 2.829 1.551
H -0.383 2.655 0.126
H 0.194 4.741 1.718
H 2.182 5.496 2.999
H 3.742 3.763 3.917
H 3.254 1.384 3.472
H -2.723 -0.654 4.343
H -3.243 -3.048 4.779
H -2.292 -4.773 3.233
H -0.859 -4.023 1.366
N 1.728 -1.264 1.016
C 3.090 -0.693 1.149
C 3.478 0.121 -0.074
N 2.355 1.002 -0.450
H 1.288 -1.330 1.926
H 1.774 -2.228 0.696
H 3.835 -1.469 1.343
H 3.067 -0.039 2.018
H 3.688 -0.516 -0.931
H 4.387 0.688 0.138
H 2.544 1.462 -1.336
H 2.294 1.742 0.246
C -1.864 2.888 -1.769
C -1.690 1.419 -2.165
N -0.284 0.955 -2.327
C -0.238 0.106 -3.282
C -1.558 -0.210 -4.002
S -2.395 1.349 -3.840
C 0.918 -0.788 -3.432
C 1.420 -1.275 -4.595
S 2.607 -2.444 -4.258
C 2.359 -2.234 -2.580
N 1.470 -1.316 -2.274
C 3.091 -3.109 -1.615
H -2.188 3.049 -0.751
H -2.613 3.359 -2.406
H -0.926 3.420 -1.933
H -1.418 -0.497 -5.042
H 1.140 -1.018 -5.603
H 3.486 -3.990 -2.118
H 2.416 -3.459 -0.834
H 3.933 -2.590 -1.158
*
```

DFT total energy: -88854.976 eV
ΔE to the lowest compared entry with this formula, charge and spin: 305.70 kJ/mol
LUMO energy (spin up / spin down): -5.67 / -5.66 eV
E_HOMO (spin up / spin down): -13.07 / -14.03 eV
Expectation value of S²: 3.76

These are the Mulliken partial charges, in e, on atoms 1 to 2:
1 V 0.589
2 C -1.863

Formula: C44H70FN2O8P3Rb
Source: OMol25
Level of theory: ωB97M-V/def2-TZVPD

```
! RIJCOSX wB97M-V def2-TZVPD def2/J DEFGRID3
* xyz -1 1
Rb 0.217 1.441 0.563
C -1.250 5.250 2.930
C -1.758 4.726 1.582
O -2.740 5.612 1.029
P -0.347 4.643 0.431
O -0.100 6.124 -0.128
O -0.892 3.914 -0.866
O 0.858 4.057 1.041
P -2.557 3.080 1.867
O -2.986 2.722 0.295
O -3.798 3.372 2.630
O -1.519 2.095 2.272
H -0.902 6.279 2.805
H -0.437 4.635 3.315
H -2.074 5.250 3.644
H -3.582 5.335 1.421
H 0.583 6.570 0.393
H -1.808 3.572 -0.756
H -3.659 2.024 0.289
C -5.739 -0.555 3.742
C -5.075 0.408 2.751
C -6.137 1.098 1.904
C -4.025 -0.335 1.948
C -2.846 -0.718 2.561
C -1.875 -1.522 1.965
C -0.738 -1.873 2.941
C 0.193 -3.030 2.608
C 0.082 -0.624 3.311
C -2.090 -1.938 0.629
C -3.282 -1.546 -0.019
C -4.213 -0.746 0.638
C -3.699 -2.103 -1.373
C -4.329 -1.046 -2.283
C -4.678 -3.269 -1.200
C -1.306 -3.066 -0.019
C -1.742 -4.321 0.434
C -1.231 -5.512 -0.038
C -0.249 -5.481 -1.014
C 0.188 -4.254 -1.480
C -0.307 -3.028 -1.015
P 0.480 -1.467 -1.679
C 0.099 -1.465 -3.533
C 0.992 -0.394 -4.176
C 0.221 -2.768 -4.324
C -1.345 -0.978 -3.684
C 2.347 -1.781 -1.483
C 2.577 -2.302 -0.063
C 3.034 -0.406 -1.552
C 3.074 -2.718 -2.456
H -6.464 -0.026 4.367
H -5.001 -1.022 4.396
H -6.265 -1.353 3.209
H -4.552 1.181 3.317
H -6.747 0.374 1.354
H -5.701 1.808 1.199
H -6.808 1.668 2.548
H -2.672 -0.394 3.582
H -1.271 -2.167 3.852
H 0.705 -2.883 1.661
H -0.324 -3.988 2.563
H 0.965 -3.089 3.378
H 0.811 -0.364 2.533
H 0.681 -0.825 4.199
H -0.553 0.243 3.491
H -5.137 -0.499 0.129
H -2.809 -2.495 -1.863
H -5.331 -0.777 -1.942
H -4.430 -1.428 -3.302
H -3.734 -0.132 -2.318
H -5.582 -2.928 -0.688
H -4.242 -4.076 -0.612
H -4.971 -3.676 -2.172
H -2.506 -4.335 1.202
H -1.594 -6.453 0.357
H 0.180 -6.394 -1.407
H 0.954 -4.248 -2.238
H 2.033 -0.700 -4.250
H 0.952 0.546 -3.621
H 0.631 -0.203 -5.192
H 1.232 -3.174 -4.332
H -0.063 -2.569 -5.364
H -0.458 -3.533 -3.946
H -1.554 -0.112 -3.053
H -2.057 -1.763 -3.440
H -1.518 -0.690 -4.726
H 2.163 -1.632 0.696
H 3.655 -2.338 0.117
H 2.176 -3.305 0.086
H 2.638 0.273 -0.799
H 2.930 0.082 -2.520
H 4.103 -0.536 -1.349
H 2.720 -3.747 -2.419
H 4.129 -2.741 -2.164
H 3.035 -2.375 -3.490
C 1.350 3.211 -4.079
N 2.672 3.006 -3.522
C 3.784 3.455 -4.333
C 5.067 2.856 -3.800
C 5.233 3.276 -2.356
N 4.022 3.026 -1.599
C 4.158 3.050 -0.150
C 2.789 2.850 -2.151
O 1.811 2.548 -1.472
H 1.230 2.622 -4.992
H 1.185 4.267 -4.323
H 0.605 2.909 -3.349
H 3.851 4.554 -4.342
H 3.600 3.137 -5.361
H 5.923 3.185 -4.390
H 5.005 1.767 -3.864
H 5.500 4.341 -2.299
H 6.047 2.721 -1.883
H 4.635 2.146 0.233
H 3.180 3.153 0.310
H 4.766 3.915 0.131
F 3.738 -2.877 6.688
C 3.657 -2.031 5.600
C 3.273 -0.713 5.778
C 3.194 0.134 4.690
C 3.481 -0.282 3.349
C 3.309 0.580 2.259
C 3.917 -1.640 3.249
C 3.991 -2.491 4.342
H 3.029 -0.357 6.773
H 2.871 1.158 4.852
H 3.580 0.288 1.251
H 3.045 1.618 2.434
H 4.204 -2.029 2.279
H 4.316 -3.518 4.219
*
```

DFT total energy: -97373.084 eV
ΔE to the lowest compared entry with this formula, charge and spin: 131.81 kJ/mol
LUMO energy: 1.84 eV
E_HOMO: -2.12 eV

These are the Mulliken partial charges, in e, on atoms 1 to 2:
1 Rb 1.180
2 C -2.110